(1)
C4H4N4 in the gas phase. Source: the Open Molecules 2025 dataset; level of theory: wB97M-V/def2-TZVPD.

CARTESIAN COORDINATES (ANGSTROEM)
C -0.445774 0.171482 -0.289168
C 0.197987 -1.139259 0.076837
N -1.491774 0.743586 0.515495
N 0.009145 -2.366598 0.014992
N 1.951960 0.578166 0.841531
C 0.975567 0.034377 0.295715
C -0.542967 0.435673 -1.686144
N -0.540138 0.696464 -2.801243
H -1.493283 1.757475 0.470232
H -1.421868 0.443842 1.480602
H 0.795449 -2.951498 0.297789
H 2.005694 1.596289 0.783363

Force components x, y, z for each atom (eV/Å):
C -0.151 0.352 0.752
C 0.435 -0.489 0.370
N -0.162 -0.101 -0.047
N -0.581 -0.503 -0.245
N 0.709 -0.117 0.333
C -0.057 0.471 -0.194
C 0.017 0.179 -0.478
N -0.063 0.046 -0.392
H 0.084 -0.130 0.037
H -0.020 0.026 -0.059
H 0.139 0.346 0.098
H -0.350 -0.079 -0.176

Results
Calculated total energy ... -373.725531 Eh
Energy above the lowest of the compared OMol25 structures with the same formula, charge and spin ... 3.248 eV
Charge ... 0
LUMO level ... -1.0 eV

natural (NBO) population analysis, charges in e, atoms 1 to 6: -0.12 0.24 -0.78 -0.50 -0.53 0.23

(2)
A molecular structure, C31H42AsBrF9IrN3O2SbSi2. Source: the Open Molecules 2025 dataset; level of theory: wB97M-V/def2-TZVPD.

CARTESIAN COORDINATES (ANGSTROEM)
Ir 1.079161 0.470602 -0.351962
Br -8.141591 -0.242795 -0.241608
C -6.860520 -1.387147 0.533964
C -6.828716 -2.729371 0.170147
C -5.875618 -3.559704 0.725168
C -4.940295 -3.051643 1.639105
C -5.006032 -1.701318 2.019757
C -5.964247 -0.874752 1.464006
N -3.947718 -3.907809 2.067840
N -3.069346 -3.441274 2.899556
C -1.973062 -2.770876 2.476929
C -1.184658 -2.181352 3.474448
C -0.165581 -1.278377 3.184725
C 0.091744 -0.926432 1.878174
O 1.023983 -0.006709 1.558581
C -0.622184 -1.582790 0.839519
N -0.284938 -1.224976 -0.431655
C -0.828840 -1.825588 -1.467506
C -1.771517 -2.848269 -1.294773
C -2.176408 -3.187464 -0.028812
C -1.623620 -2.535469 1.096101
H -7.546360 -3.114215 -0.541806
H -5.829361 -4.608793 0.458959
H -4.313518 -1.314311 2.757365
H -6.025905 0.165770 1.756065
H -1.433970 -2.408711 4.503114
H 0.397866 -0.809902 3.982501
H -0.517111 -1.476965 -2.446679
H -2.180394 -3.348287 -2.162982
H -2.909209 -3.969253 0.115160
C 5.074653 1.066870 2.454537
Si 4.920588 1.387280 0.627613
C 4.152354 3.043603 0.278386
C 6.507811 1.114903 -0.295800
As 3.398987 -0.272258 -0.154480
Si 3.774310 -2.408040 0.807124
C 5.542007 -2.851452 0.437893
C 3.444130 -2.310170 2.640006
C 2.575298 -3.539563 -0.056882
H 5.680055 1.860876 2.906178
H 5.565647 0.112925 2.662973
H 4.097352 1.067995 2.944499
H 4.630115 3.802423 0.906449
H 3.081796 3.050516 0.502564
H 4.283487 3.334753 -0.767271
H 7.228995 1.898377 -0.038755
H 6.339958 1.157706 -1.374231
H 6.960099 0.149418 -0.055916
H 6.241619 -2.230083 1.003692
H 5.774131 -2.750708 -0.624854
H 5.723698 -3.893560 0.720809
H 4.357590 -2.068308 3.188340
H 3.089604 -3.286464 2.986156
H 2.684531 -1.565460 2.891432
H 2.731273 -3.533382 -1.139535
H 1.536306 -3.259306 0.141706
H 2.719163 -4.564191 0.300500
F -0.477464 0.736544 -4.449953
C 0.843447 0.703638 -4.644452
F 1.115392 1.438925 -5.716059
F 1.167979 -0.564887 -4.906588
C 1.598128 1.203070 -3.360309
O 0.973840 0.598315 -2.303917
C 1.448440 2.749070 -3.224623
F 2.157607 3.426277 -4.117447
F 1.829900 3.144653 -2.003980
F 0.160909 3.089626 -3.354590
C 3.107923 0.826379 -3.483745
F 3.280930 -0.473703 -3.251943
F 3.842865 1.492477 -2.574987
F 3.601540 1.107258 -4.683899
C -1.116350 4.917604 -0.788088
C -1.683002 3.946149 0.239733
Sb -1.320838 1.871014 -0.091489
C -2.586083 1.380319 -1.738650
C -3.815037 2.274626 -1.891209
C -2.477367 1.055639 1.518321
C -3.635786 1.924782 2.005518
H -1.403940 5.938382 -0.530593
H -1.486802 4.714185 -1.793841
H -0.027207 4.877765 -0.822160
H -2.772512 4.013700 0.300531
H -1.293210 4.154984 1.237646
H -2.878975 0.342158 -1.557477
H -1.967279 1.392426 -2.636879
H -4.455813 2.245626 -1.007973
H -4.421061 1.948593 -2.738498
H -3.540726 3.316618 -2.069278
H -1.786982 0.843187 2.333842
H -2.846025 0.093170 1.151659
H -3.288737 2.866437 2.435673
H -4.194760 1.402195 2.786205
H -4.340563 2.166322 1.207002

Force components x, y, z for each atom (eV/Å):
Ir -0.112 0.382 -0.107
Br -0.012 0.020 -0.007
C 0.018 -0.011 0.005
C 0.022 -0.052 0.003
C -0.074 0.018 -0.055
C 0.025 -0.164 0.005
C -0.068 0.087 0.005
C 0.029 -0.003 0.043
N -0.096 0.133 0.087
N 0.176 0.012 -0.155
C -0.127 -0.098 0.144
C 0.092 0.078 0.058
C -0.095 -0.083 0.189
C 0.173 0.166 -0.167
O -0.103 -0.161 0.230
C 0.034 0.003 -0.066
N -0.050 -0.219 -0.005
C -0.014 0.060 0.050
C 0.011 0.025 -0.095
C -0.013 -0.025 0.080
C 0.001 -0.048 -0.086
H 0.019 0.009 0.019
H 0.004 0.043 0.014
H -0.035 -0.018 -0.030
H -0.013 -0.043 -0.020
H 0.002 -0.001 -0.035
H -0.017 -0.013 -0.033
H -0.004 -0.031 0.053
H 0.025 0.031 0.046
H 0.052 0.040 -0.026
C 0.041 0.032 0.130
Si -0.084 -0.066 -0.014
C -0.032 0.125 -0.062
C 0.134 0.024 -0.053
As 0.195 -0.034 0.176
Si -0.075 -0.027 -0.035
C 0.119 -0.038 -0.025
C -0.038 0.031 0.129
C -0.081 -0.055 -0.077
H -0.036 -0.073 -0.008
H -0.036 0.050 -0.016
H 0.058 0.001 -0.024
H -0.016 -0.028 -0.056
H 0.066 -0.003 0.013
H -0.033 -0.028 0.110
H -0.045 -0.067 -0.007
H 0.028 0.001 0.042
H -0.031 0.052 -0.014
H -0.044 -0.022 -0.039
H -0.012 -0.014 0.045
H 0.000 0.062 -0.001
H -0.060 0.002 -0.012
H 0.037 0.050 0.016
H 0.078 -0.094 -0.057
H -0.020 -0.007 0.074
H 0.083 -0.013 0.003
H -0.018 0.044 -0.030
F -0.031 0.015 0.066
C -0.038 0.035 0.085
F 0.087 0.103 -0.037
F 0.100 -0.054 0.045
C 0.082 0.005 0.075
O -0.246 0.070 -0.282
C -0.093 -0.107 -0.017
F 0.073 -0.010 -0.068
F 0.070 0.010 0.108
F -0.085 0.033 -0.051
C -0.117 0.043 -0.043
F -0.007 -0.139 -0.024
F 0.004 0.123 -0.055
F -0.006 0.016 -0.063
C 0.027 -0.046 -0.023
C 0.000 0.062 0.040
Sb 0.108 -0.272 -0.083
C -0.059 0.050 -0.079
C 0.004 0.021 0.016
C -0.088 0.008 0.040
C 0.006 0.053 -0.013
H 0.015 -0.021 -0.017
H 0.004 -0.011 0.018
H -0.006 -0.008 -0.008
H 0.069 0.036 -0.020
H -0.010 0.016 -0.005
H 0.012 0.012 -0.033
H -0.030 -0.002 0.055
H 0.023 -0.009 -0.034
H 0.027 0.002 0.012
H 0.003 -0.049 0.007
H -0.024 0.006 0.023
H 0.021 0.030 0.013
H -0.004 -0.059 -0.026
H 0.039 0.026 -0.011
H 0.040 -0.028 0.036

Results
Calculated total energy ... -8153.144204 Eh
⟨S²⟩ ... 8.85
Charge ... +1
2S+1 ... 6
LUMO level (spin up / spin down) ... -3.0 / -4.8 eV

Löwdin population analysis, charges in e, atoms 1 to 6: 1.02 0.77 -0.69 -0.11 -0.01 -0.29

Molar mass values (in g mol⁻¹) by entry order: 108.10, 1184.65.